# 1
Molecular formula: C23H23ClN2OPY
Method: DFT, ωB97M-V/def2-TZVPD

Relative energy (zero: lowest compared OMol25 entry of this formula, charge and spin) (kcal per mole): 0.0
Strongest force on any atom (eV Å⁻¹): 9.48
HOMO energy (hartree): -0.523
Gap between HOMO and LUMO (eV): 5.83
Net charge: +2

The geometry in XYZ format:
```
52
Properties=species:S:1:pos:R:3:lowdin_charge:R:1
Y 1.79 -1.23 0.02 1.1156
Cl 3.94 0.10 -0.09 -0.1049
C 0.73 -1.69 2.04 -0.0003
O 0.62 -1.59 3.21 0.1805
P -0.39 0.94 0.11 1.0050
C -2.24 0.91 0.14 -0.3582
C 0.05 1.78 1.69 -0.3889
C 0.03 2.23 -1.14 -0.3792
C 1.20 2.61 1.78 -0.0950
C 1.53 3.17 3.02 -0.0530
C 0.79 2.88 4.17 -0.0486
C -0.30 2.00 4.10 -0.0526
C -0.67 1.43 2.86 -0.1078
H 1.79 2.81 0.90 0.0971
H 2.37 3.87 3.06 0.1222
H 1.04 3.34 5.12 0.1190
H -0.90 1.78 4.99 0.1214
H -1.51 0.75 2.79 0.0974
C -2.91 -0.31 0.46 -0.1207
C -4.32 -0.37 0.44 -0.0645
C -5.07 0.78 0.13 -0.0466
C -4.41 1.97 -0.17 -0.0469
C -3.01 2.04 -0.20 -0.0591
H -2.32 -1.19 0.68 0.0734
H -4.83 -1.32 0.66 0.1164
H -6.16 0.72 0.13 0.1198
H -4.98 2.88 -0.40 0.1214
H -2.52 2.96 -0.47 0.0875
C -0.21 3.60 -0.90 -0.1062
C 0.13 4.56 -1.86 -0.0370
C 0.78 4.17 -3.04 -0.0399
C 1.04 2.82 -3.27 -0.0650
C 0.65 1.84 -2.36 -0.1098
H -0.65 3.92 0.05 0.1146
H -0.12 5.61 -1.67 0.1238
H 1.06 4.91 -3.78 0.1171
H 1.54 2.51 -4.20 0.1196
H 0.82 0.78 -2.57 0.0741
H -1.30 -2.55 -1.87 0.0317
H -1.03 -2.10 -2.37 0.0418
C 1.87 -6.83 -1.72 0.0217
N 2.18 -5.55 -1.09 -0.0812
C 3.37 -5.17 -0.48 -0.0015
C 3.26 -3.86 -0.10 -0.1259
N 2.01 -3.43 -0.51 -0.1572
C 1.36 -4.47 -1.08 -0.0837
H 2.55 -7.06 -2.54 0.1119
H 1.94 -7.68 -1.03 0.1147
H 0.85 -6.80 -2.12 0.1055
H 4.21 -5.84 -0.42 0.1473
H 3.95 -3.19 0.43 0.1143
H 0.39 -4.46 -1.52 0.1191
```


# 2
Molecular formula: C28H51Cl21NO3S
Method: DFT, ωB97M-V/def2-TZVPD

Strongest force on any atom (eV Å⁻¹): 4.68
HOMO energy (hartree): -0.441
Gap between HOMO and LUMO (eV): 9.92
Net charge: +1

The geometry in XYZ format:
```
105
Properties=species:S:1:pos:R:3:lowdin_charge:R:1
C -3.00 4.62 2.72 -0.1505
C -2.53 3.32 3.61 -0.1997
C -1.22 2.64 2.82 -0.2359
O -0.66 1.57 3.66 -0.2031
C -1.16 0.23 3.22 -0.1895
C -0.31 -0.16 1.87 -0.1237
C 1.25 -0.48 2.37 -0.0824
N 1.71 -1.81 1.81 -0.0964
C 2.70 -2.27 2.87 -0.3985
S 4.01 -3.48 2.18 0.8130
C 4.89 -2.66 0.71 -0.5067
C 4.72 -3.73 -0.55 -0.1932
C 0.43 -2.66 1.67 -0.2112
O 0.54 -4.01 1.12 -0.1366
C -0.77 -4.65 0.92 -0.1620
C -0.76 -6.25 1.40 -0.1892
C -1.73 -6.53 2.71 -0.1506
C -0.64 -1.58 1.08 -0.1851
O -1.01 -1.55 -0.34 -0.1339
C 0.12 -1.71 -1.26 -0.1571
C 1.06 -0.34 -1.42 -0.2846
C 2.50 -0.92 -2.04 -0.0829
C 0.51 0.73 -2.51 -0.1569
C 0.14 2.22 -2.01 -0.3550
C 0.59 3.25 -3.26 -0.1436
C 0.89 2.78 -0.68 -0.1543
H -4.18 4.73 2.74 0.0861
H -2.68 4.42 1.61 0.0389
H -2.51 5.64 3.10 0.0884
H -3.39 2.52 3.60 0.1131
H -2.15 3.58 4.69 0.1238
H -0.35 3.43 2.65 0.1244
H -1.64 2.28 1.78 0.1204
H -2.29 0.24 2.93 0.0742
H -0.90 -0.57 4.04 0.1137
H -0.34 0.62 1.00 0.1291
H 1.49 -0.23 3.51 0.1682
H 1.94 0.28 1.81 0.1530
H 2.18 -1.83 0.86 0.1522
H 3.34 -1.36 3.29 0.1247
H 2.18 -2.74 3.82 0.1371
H 6.02 -2.57 0.99 0.0882
H 4.49 -1.59 0.48 0.0754
H 5.28 -4.72 -0.25 0.0914
H 3.57 -3.98 -0.62 0.0693
H 5.14 -3.29 -1.56 0.0944
H 0.10 -2.76 2.81 0.0761
H -1.64 -4.15 1.52 0.1168
H -0.95 -4.68 -0.26 0.1498
H -1.24 -6.88 0.51 0.0980
H 0.32 -6.67 1.58 0.1229
H -1.10 -6.93 3.64 0.0942
H -2.51 -7.39 2.47 0.0483
H -2.35 -5.60 3.06 0.0362
H -1.66 -1.93 1.58 0.1224
H -0.36 -1.86 -2.34 0.1400
H 0.80 -2.64 -1.08 0.1251
H 1.33 0.07 -0.36 0.0935
H 3.18 0.00 -2.29 0.0993
H 2.18 -1.51 -3.02 0.1152
H 2.96 -1.67 -1.27 0.0353
H -0.48 0.25 -2.99 0.1092
H 1.28 0.81 -3.41 0.1232
H -1.03 2.35 -1.94 0.1235
H 1.77 3.16 -3.41 0.0972
H 0.12 2.95 -4.29 0.0558
H 0.39 4.37 -3.00 0.0211
H 0.19 2.61 0.27 0.0524
H 1.99 2.40 -0.52 0.0903
H 0.95 3.97 -0.79 -0.0053
C 1.00 6.32 1.30 -1.4753
Cl -0.33 5.48 0.48 0.5905
Cl 2.49 5.38 1.20 0.5372
Cl 1.23 7.93 0.61 0.5106
H 0.73 6.43 2.35 0.0233
C 3.88 9.57 -1.98 -1.5009
Cl 3.78 9.52 -3.74 0.5366
Cl 2.65 10.67 -1.31 0.5250
Cl 3.69 7.95 -1.29 0.4605
H 4.87 9.95 -1.70 0.0228
C 1.36 7.01 -5.19 -1.5105
Cl -0.35 7.50 -5.25 0.5202
Cl 1.78 6.39 -3.59 0.5231
Cl 1.70 5.80 -6.44 0.5220
H 1.97 7.90 -5.39 -0.0143
C -2.87 -3.04 4.78 -1.4615
Cl -3.16 -2.53 6.46 0.5672
Cl -3.37 -1.77 3.65 0.6227
Cl -1.17 -3.46 4.54 0.6079
H -3.48 -3.93 4.59 0.0218
C -2.46 2.68 -6.14 -1.5294
Cl -3.88 2.37 -7.16 0.5324
Cl -2.06 4.41 -6.15 0.5175
Cl -2.75 2.12 -4.49 0.5303
H -1.61 2.13 -6.55 0.0223
C -3.01 -10.90 1.85 -1.5292
Cl -4.66 -10.25 1.96 0.5180
Cl -1.95 -9.77 1.00 0.5275
Cl -2.38 -11.26 3.47 0.5195
H -3.05 -11.84 1.28 0.0206
C -4.07 -1.59 -4.62 -1.5401
Cl -3.45 -1.20 -3.00 0.5051
Cl -2.91 -2.60 -5.50 0.5155
Cl -5.64 -2.40 -4.50 0.5309
H -4.20 -0.65 -5.17 -0.0060
```


# 3
Molecular formula: C6H8N2O3S
Method: DFT, ωB97M-V/def2-TZVPD

Relative energy (zero: lowest compared OMol25 entry of this formula, charge and spin) (kcal per mole): 157.4
Strongest force on any atom (eV Å⁻¹): 4.48
HOMO energy (hartree): -0.337
Gap between HOMO and LUMO (eV): 9.13
Net charge: 0

The geometry in XYZ format:
```
20
Properties=species:S:1:pos:R:3:lowdin_charge:R:1
C -3.16 1.78 0.19 -0.0809
C -2.26 0.50 -0.08 -0.3914
C -2.39 -1.73 0.14 -0.4368
C -1.00 0.23 -0.46 -0.5174
C 0.00 1.21 -0.47 -0.2168
C 1.08 1.31 0.60 -0.0950
H -3.62 1.94 -0.92 0.0992
H -4.06 1.49 0.93 0.0902
H -2.65 2.89 0.75 0.1448
H -2.77 -2.77 0.53 0.1124
H -0.57 2.17 -0.68 0.1533
H 0.62 1.19 -1.31 0.0901
H 1.74 2.08 0.43 0.0972
H 0.65 1.34 1.59 0.1306
N -3.07 -0.60 0.25 -0.0156
N 2.99 -0.06 0.03 -0.3519
O 1.76 -0.02 0.80 -0.0407
O 2.99 0.71 -0.89 0.1030
O 3.86 -0.89 0.38 0.0967
S -0.70 -1.50 -0.32 1.0289
```


# 4
Molecular formula: C17H25N3O2
Method: DFT, ωB97M-V/def2-TZVPD

SMILES: C[C@@H]1CCCN(c2ccc(C(=O)NC[C@H]3CCCO3)cn2)C1
Relative energy (zero: lowest compared OMol25 entry of this formula, charge and spin) (kcal per mole): 26.4
Strongest force on any atom (eV Å⁻¹): 0.54
HOMO energy (hartree): -0.292
Gap between HOMO and LUMO (eV): 8.73
Net charge: 0

The geometry in XYZ format:
```
47
Properties=species:S:1:pos:R:3:lowdin_charge:R:1
C -1.63 4.51 3.45 -0.0704
H -1.65 3.59 4.04 0.0777
C -1.15 4.23 2.04 -0.3645
C -1.10 5.51 1.20 -0.1791
C -0.68 5.20 -0.23 -0.1647
H -0.72 6.11 -0.84 0.1109
H 0.34 4.82 -0.25 0.1179
C -1.62 4.15 -0.83 -0.1557
N -1.60 2.96 -0.01 -0.0726
C -0.83 1.87 -0.26 -0.2740
N -0.73 0.98 0.74 0.1171
C -0.05 -0.13 0.56 -0.0861
C 0.60 -0.47 -0.62 -0.1238
C 0.49 0.46 -1.67 -0.0002
C -0.21 1.62 -1.50 0.0091
H -0.28 2.32 -2.32 0.0960
H 0.99 0.23 -2.60 0.1202
C 1.39 -1.70 -0.87 -0.4580
O 1.90 -1.93 -1.95 0.0473
N 1.52 -2.56 0.18 0.0763
H 1.03 -2.38 1.03 0.1207
C 2.22 -3.81 0.06 -0.1248
H 2.84 -3.75 -0.83 0.1283
C 1.26 -5.01 -0.05 -0.3146
H 0.60 -5.01 0.83 0.1455
C 0.47 -4.99 -1.37 -0.1168
H -0.60 -4.85 -1.20 0.1132
C 0.78 -6.36 -2.00 -0.1471
H 0.86 -6.31 -3.08 0.1103
C 2.10 -6.71 -1.33 -0.2022
H 2.29 -7.79 -1.27 0.1208
O 1.99 -6.23 -0.01 -0.1044
H 2.94 -6.23 -1.85 0.1228
H 0.02 -7.09 -1.72 0.1105
H 0.83 -4.19 -2.01 0.1018
H 2.87 -3.95 0.94 0.1286
H -0.04 -0.77 1.44 0.1086
C -2.06 3.21 1.34 -0.1389
H -2.07 2.27 1.88 0.1115
H -3.08 3.61 1.29 0.1336
H -1.35 3.92 -1.85 0.1049
H -2.65 4.53 -0.83 0.1283
H -0.40 6.22 1.65 0.1152
H -2.09 5.98 1.20 0.1193
H -0.14 3.80 2.08 0.1453
H -0.98 5.22 3.95 0.0769
H -2.64 4.92 3.44 0.0795
```


Look up the gap between HOMO and LUMO of the first one.
5.83 eV


What is the strongest force on any atom in the first record?
9.48 eV Å⁻¹


Which value of gap between HOMO and LUMO does entry 2 give?
9.92 eV


Copy entry 1 word for word.
Molecular formula: C23H23ClN2OPY
Method: DFT, ωB97M-V/def2-TZVPD

Relative energy (zero: lowest compared OMol25 entry of this formula, charge and spin) (kcal per mole): 0.0
Strongest force on any atom (eV Å⁻¹): 9.48
HOMO energy (hartree): -0.523
Gap between HOMO and LUMO (eV): 5.83
Net charge: +2

The geometry in XYZ format:
```
52
Properties=species:S:1:pos:R:3:lowdin_charge:R:1
Y 1.79 -1.23 0.02 1.1156
Cl 3.94 0.10 -0.09 -0.1049
C 0.73 -1.69 2.04 -0.0003
O 0.62 -1.59 3.21 0.1805
P -0.39 0.94 0.11 1.0050
C -2.24 0.91 0.14 -0.3582
C 0.05 1.78 1.69 -0.3889
C 0.03 2.23 -1.14 -0.3792
C 1.20 2.61 1.78 -0.0950
C 1.53 3.17 3.02 -0.0530
C 0.79 2.88 4.17 -0.0486
C -0.30 2.00 4.10 -0.0526
C -0.67 1.43 2.86 -0.1078
H 1.79 2.81 0.90 0.0971
H 2.37 3.87 3.06 0.1222
H 1.04 3.34 5.12 0.1190
H -0.90 1.78 4.99 0.1214
H -1.51 0.75 2.79 0.0974
C -2.91 -0.31 0.46 -0.1207
C -4.32 -0.37 0.44 -0.0645
C -5.07 0.78 0.13 -0.0466
C -4.41 1.97 -0.17 -0.0469
C -3.01 2.04 -0.20 -0.0591
H -2.32 -1.19 0.68 0.0734
H -4.83 -1.32 0.66 0.1164
H -6.16 0.72 0.13 0.1198
H -4.98 2.88 -0.40 0.1214
H -2.52 2.96 -0.47 0.0875
C -0.21 3.60 -0.90 -0.1062
C 0.13 4.56 -1.86 -0.0370
C 0.78 4.17 -3.04 -0.0399
C 1.04 2.82 -3.27 -0.0650
C 0.65 1.84 -2.36 -0.1098
H -0.65 3.92 0.05 0.1146
H -0.12 5.61 -1.67 0.1238
H 1.06 4.91 -3.78 0.1171
H 1.54 2.51 -4.20 0.1196
H 0.82 0.78 -2.57 0.0741
H -1.30 -2.55 -1.87 0.0317
H -1.03 -2.10 -2.37 0.0418
C 1.87 -6.83 -1.72 0.0217
N 2.18 -5.55 -1.09 -0.0812
C 3.37 -5.17 -0.48 -0.0015
C 3.26 -3.86 -0.10 -0.1259
N 2.01 -3.43 -0.51 -0.1572
C 1.36 -4.47 -1.08 -0.0837
H 2.55 -7.06 -2.54 0.1119
H 1.94 -7.68 -1.03 0.1147
H 0.85 -6.80 -2.12 0.1055
H 4.21 -5.84 -0.42 0.1473
H 3.95 -3.19 0.43 0.1143
H 0.39 -4.46 -1.52 0.1191
```